Record 1
This record from OMol25 describes 40 unconnected molecules or ions with the total composition H80O40 at a distorted geometry. The level of theory is ωB97M-V/def2-TZVPD.

Properties
energy above the lowest of the compared OMol25 structures with the same formula, charge and spin = 602.6 kJ/mol
M = 720.600 g mol⁻¹
Kohn-Sham gap = 0.3434 Ha

```
120
Properties=species:S:1:pos:R:3:lowdin_charge:R:1
H 5.68 0.66 2.14 0.0294
H 5.98 0.69 0.61 0.0351
O 5.90 0.13 1.38 -0.0461
H 1.86 1.22 3.61 0.0275
H 2.17 1.05 2.01 0.0290
O 2.44 0.90 2.91 -0.0247
H 0.46 2.73 4.98 0.0263
H 1.58 3.90 4.54 0.0278
O 1.31 3.16 5.07 -0.0456
H 3.21 -1.39 -0.61 0.0010
H 3.76 -2.33 -1.46 0.0422
O 3.84 -1.37 -1.35 -0.0654
H -3.56 4.24 0.67 -0.0088
H -3.15 5.72 1.09 0.0392
O -3.19 5.08 0.37 -0.0610
H -1.37 0.13 -1.80 0.0127
O -1.48 0.72 -1.05 -0.0540
H -2.50 -2.97 1.14 0.0356
O -2.43 -2.13 0.70 -0.0434
H 4.66 0.67 -3.14 0.0400
H 3.91 2.02 -3.13 0.0179
O 4.27 1.34 -3.71 -0.0645
H -0.27 -1.23 4.80 0.0053
H 0.83 -0.52 3.85 0.0035
O 0.09 -0.39 4.45 -0.0585
H 0.06 -0.04 0.06 0.0154
H 1.04 -1.08 0.00 -0.0195
O 0.71 -0.37 -0.59 -0.0972
H 1.50 -5.42 1.55 0.0313
H 2.56 -4.60 2.20 0.0370
O 1.92 -5.30 2.41 -0.0467
H -0.77 1.21 -3.02 -0.0076
O -0.68 1.86 -3.71 -0.0431
H 1.36 4.86 -2.24 0.0274
H 1.62 3.59 -1.54 0.0240
O 1.69 3.97 -2.45 -0.0447
H -1.94 -3.11 5.46 0.0625
H -0.54 -3.17 5.52 0.0264
O -1.21 -2.47 5.46 -0.0604
H -0.45 -2.10 -4.72 0.0190
H -2.03 -1.87 -4.74 0.0779
O -1.27 -2.10 -4.20 -0.0581
H -3.46 -1.63 -2.86 0.0699
H -2.10 -1.31 -3.03 0.0330
O -2.75 -1.41 -2.25 -0.1009
H 0.99 -0.25 -5.42 0.0559
H 0.87 -1.41 -6.43 0.0786
O 0.73 -1.18 -5.51 -0.0267
H 0.26 -1.89 -2.58 0.0069
H 1.08 -2.31 -1.44 0.0081
O 0.85 -2.61 -2.34 -0.0435
H -4.37 2.19 0.32 0.0237
O -4.78 2.83 0.92 -0.0601
H 3.31 2.32 -0.10 -0.0163
H 3.25 1.21 -1.21 0.0126
O 3.69 2.02 -0.93 -0.0418
H -0.47 -0.21 2.79 0.0331
O -0.44 -0.63 1.90 -0.0704
H -3.08 1.67 -4.08 0.0179
H -3.81 1.36 -2.76 0.0120
O -3.76 1.12 -3.69 -0.0575
H -4.14 -0.74 0.95 -0.0044
H -4.71 -0.36 -0.50 0.0376
O -4.30 -0.04 0.31 -0.0501
H -0.81 3.01 1.96 -0.0043
H -2.09 3.16 2.76 0.0278
O -1.17 2.93 2.85 -0.0539
H -1.58 -3.93 -2.29 0.0511
H -1.35 -3.12 -0.91 -0.0129
O -1.84 -3.80 -1.37 -0.0574
H 0.11 2.13 -0.75 0.0464
H 1.08 2.27 0.52 0.0281
O 0.54 2.73 -0.13 -0.0623
H 2.91 3.52 2.22 0.0623
H 1.94 3.97 1.21 0.0467
O 2.74 3.42 1.28 -0.0468
H 1.79 -0.14 -2.44 0.0080
H 2.00 -0.37 -3.87 0.0382
O 1.87 0.37 -3.27 -0.0660
H -2.92 4.13 -2.26 0.0511
H -1.78 3.20 -2.56 -0.0010
O -2.48 3.35 -1.90 -0.0666
H 1.45 -1.43 1.62 0.0386
H 1.68 -2.93 1.18 0.0361
O 1.95 -2.00 1.02 -0.0743
H -4.17 -2.30 3.25 0.0430
H -3.89 -1.01 3.98 0.0614
O -3.79 -1.43 3.11 -0.0341
H -0.35 6.42 -2.44 0.0433
O -0.82 5.73 -2.92 -0.0465
H -0.22 -4.36 1.08 0.0723
H 0.21 -4.29 -0.41 0.0620
O 0.47 -4.04 0.49 -0.0437
H -5.22 2.14 1.45 0.0503
H -2.39 0.55 -0.77 0.0346
H -1.32 -0.95 1.62 0.0188
H -2.40 -2.03 -0.26 0.0156
H 0.26 1.91 -3.97 0.0058
H -0.21 4.99 -2.77 -0.0025
O 1.09 -3.91 4.67 -0.0588
H 1.78 -3.67 5.29 0.0589
H 1.48 -4.65 4.18 0.0196
O 3.71 -1.79 3.21 -0.0690
H 4.52 -1.34 2.91 0.0225
H 3.30 -1.07 3.70 0.0193
O 1.93 2.27 -5.05 -0.0673
H 2.70 1.71 -4.91 0.0093
H 1.89 3.04 -4.47 0.0217
O -3.62 -5.46 1.78 -0.0362
H -3.96 -5.34 0.88 0.0440
H -2.92 -4.83 1.93 0.0044
O 4.76 -2.65 0.66 -0.0511
H 5.61 -2.97 1.00 0.0564
H 4.08 -3.03 1.21 0.0001
O -0.28 4.68 0.98 -0.0847
H -0.81 5.47 1.16 0.0478
H -0.75 4.25 0.25 0.0216
O -5.33 -2.34 -0.66 -0.0377
H -4.43 -2.55 -0.92 0.0133
H -5.39 -2.26 0.29 0.0350
```

=====

Record 2
This record from OMol25 describes a molecular structure, C28H34CdN7O5PTe. The level of theory is ωB97M-V/def2-TZVPD.

Properties
energy above the lowest of the compared OMol25 structures with the same formula, charge and spin = 122.2 kJ/mol
M = 819.610 g mol⁻¹
Kohn-Sham gap = 0.2166 Ha

```
77
Properties=species:S:1:pos:R:3:lowdin_charge:R:1
Cd 0.69 -0.28 0.63 1.2639
N -1.53 -1.16 4.10 0.0782
C -0.98 0.07 4.46 -0.1274
C 0.02 0.32 3.60 -0.2584
N 0.11 -0.70 2.65 -0.1294
C -0.85 -1.63 2.97 -0.3522
C -1.09 -2.85 2.41 -0.2353
N -0.53 -3.35 1.19 -0.0217
C -1.49 -4.25 0.65 -0.0589
C -2.46 -4.44 1.54 -0.1128
N -2.29 -3.61 2.67 0.0301
H -2.40 -1.54 4.43 0.1318
H -1.33 0.62 5.32 0.1021
H 0.68 1.17 3.58 0.0893
H -1.35 -4.72 -0.31 0.1082
H -3.30 -5.11 1.46 0.1096
H -2.37 -4.09 3.56 0.1195
C -2.75 -1.63 -2.48 -0.0062
C -1.62 -1.09 -1.65 -0.3091
N -1.67 -0.95 -0.38 -0.0747
O -2.89 -1.28 0.19 -0.0728
C -0.37 -0.68 -2.35 -0.3155
C -0.30 -0.65 -3.84 -0.0245
N 0.62 -0.33 -1.60 -0.2077
O 1.73 0.12 -2.10 -0.2739
H -3.56 -1.98 -1.85 0.0742
H -2.39 -2.45 -3.10 0.0884
H -3.12 -0.86 -3.15 0.0904
H -2.67 -1.41 1.13 0.0726
H -1.09 -0.03 -4.27 0.0818
H -0.40 -1.65 -4.26 0.0830
H 0.67 -0.24 -4.13 0.0711
N 6.01 -3.46 -0.53 0.1557
C 4.90 -3.43 -0.24 -0.2040
C 3.51 -3.39 0.12 -0.2550
C 2.52 -3.68 -0.82 -0.0439
C 1.19 -3.65 -0.48 -0.0309
C 0.79 -3.35 0.84 -0.2585
C 1.79 -3.03 1.78 -0.0513
C 3.13 -3.06 1.42 -0.0432
H 2.81 -3.91 -1.84 0.1232
H 0.44 -3.85 -1.23 0.1026
H 1.51 -2.81 2.80 0.1001
H 3.89 -2.84 2.16 0.1216
C 3.76 0.49 2.35 -0.1550
O 3.50 1.47 1.35 -0.3314
P 2.88 0.92 -0.06 0.6902
O 4.21 0.19 -0.57 -0.2798
C 4.36 -0.60 -1.75 -0.1062
O 2.92 2.32 -0.83 -0.2797
C 1.73 3.04 -1.16 -0.1200
H 3.74 0.98 3.32 0.0850
H 4.74 0.03 2.19 0.0856
H 3.00 -0.31 2.35 0.0317
H 5.28 -1.17 -1.62 0.0685
H 4.44 0.04 -2.62 0.0919
H 3.53 -1.28 -1.89 0.0550
H 1.96 3.65 -2.03 0.0950
H 1.45 3.68 -0.33 0.0700
H 0.91 2.36 -1.41 0.0391
C -1.34 4.11 0.99 -0.4248
Te -1.54 1.98 0.92 1.2810
C -2.26 2.33 -1.07 -0.4274
C -2.69 3.77 -1.10 -0.2862
C -3.52 4.25 -2.11 -0.0415
C -3.91 5.58 -2.12 -0.0841
C -3.48 6.44 -1.13 -0.0844
C -2.65 5.97 -0.12 -0.0417
C -2.25 4.64 -0.10 -0.2909
H -0.30 4.38 0.80 0.0371
H -1.62 4.48 1.97 0.0546
H -3.08 1.64 -1.27 0.0562
H -1.45 2.12 -1.78 0.0488
H -3.86 3.57 -2.88 0.1139
H -4.56 5.94 -2.91 0.1021
H -3.79 7.48 -1.13 0.1023
H -2.32 6.64 0.67 0.1146
```

=====

Record 3
This record from OMol25 describes a single C11H22FNO7S molecule at a distorted geometry. The level of theory is ωB97M-V/def2-TZVPD.

Properties
M = 331.362 g mol⁻¹
Kohn-Sham gap = 0.3498 Ha
SMILES string = CCN[C@](COO)(C[C@@H](C)F)OC(=O)CCCS(=O)(=O)O

```
43
Properties=species:S:1:pos:R:3:lowdin_charge:R:1
C 2.32 -2.87 0.93 -0.0999
C 2.84 -1.44 0.39 -0.2558
N 1.88 -0.80 -0.54 0.0146
C 1.12 0.32 0.09 -0.3751
C -0.18 0.52 -0.81 -0.0871
O 0.15 0.56 -2.25 -0.1776
O -0.74 1.46 -2.82 -0.0410
C 1.97 1.63 0.38 -0.0462
C 2.14 2.64 -0.83 -0.2934
C 2.89 2.05 -2.12 -0.0499
F 0.93 3.35 -1.18 -0.0610
O 0.72 -0.21 1.41 -0.0131
C -0.48 0.37 1.87 -0.3815
O -0.66 1.56 2.17 0.1005
C -1.73 -0.62 2.08 -0.0797
C -3.13 0.08 1.77 -0.1981
C -3.55 0.13 0.23 -0.2097
S -3.76 -1.52 -0.58 0.7257
O -5.15 -1.55 -1.18 -0.3354
O -2.79 -1.76 -1.71 -0.3455
O -3.64 -2.81 0.47 -0.1867
H 1.98 -3.54 0.08 0.0763
H 3.15 -3.36 1.53 0.0716
H 1.44 -2.69 1.64 0.0624
H 3.77 -1.69 -0.24 0.1216
H 3.21 -0.79 1.24 0.1100
H 2.30 -0.52 -1.43 0.1022
H -0.94 -0.34 -0.72 0.1193
H -0.70 1.53 -0.61 0.1395
H -1.55 0.91 -2.96 0.1215
H 3.02 1.28 0.66 0.1304
H 1.61 2.24 1.27 0.1320
H 2.84 3.47 -0.45 0.1416
H 3.61 2.87 -2.49 0.0834
H 2.19 1.86 -2.99 0.0868
H 3.56 1.16 -1.88 0.0797
H -1.74 -0.87 3.20 0.1395
H -1.58 -1.61 1.55 0.1059
H -3.97 -0.48 2.32 0.1262
H -3.16 1.14 2.20 0.1304
H -4.58 0.63 0.19 0.1242
H -2.85 0.83 -0.31 0.0998
H -2.71 -3.13 0.41 0.0919
```